The following is a DFT calculation (wB97M-V/def2-TZVPD) of C10H16N2O3 in the gas phase in a non-equilibrium geometry.

Summary:
- E_LUMO (eV) = 0.653
- SMILES string = O=C(O)[C@@H]1CCCN1C(=O)[C@@H]1CCCN1
- energy relative to the best compared isomer or geometry (same formula, charge and spin) (kJ/mol) = 290.5
- F_max (Eh/bohr) = 0.12848
- E_HOMO (hartree) = -0.33290
- net charge = 0
- 2S+1 = 1
- gap between HOMO and LUMO (eV) = 9.71

CARTESIAN COORDINATES (ANGSTROEM)
O  0.4167  0.9493  3.1902
C  0.1904  0.7951  1.9540
O  -0.3204  1.8643  1.2128
C  0.7571  -0.2859  1.0272
C  2.1029  -0.7827  1.6994
C  3.0225  -0.0535  0.6804
C  2.3075  0.9774  -0.0995
N  1.0935  0.1883  -0.1759
C  0.5983  -0.1460  -1.4663
O  1.2258  0.0268  -2.4568
C  -0.8141  -0.5815  -1.6163
C  -1.6799  0.6179  -1.4978
C  -2.8530  0.2198  -0.5743
C  -2.7223  -1.3006  -0.6326
N  -1.2679  -1.4143  -0.4958
H  -0.7568  2.4883  1.8141
H  -0.0439  -0.9788  0.9365
H  2.2922  -0.5540  2.7824
H  2.1762  -1.9978  1.6079
H  4.0291  0.3142  1.0730
H  3.2963  -0.7234  -0.0150
H  2.0280  1.9345  0.4822
H  2.6608  1.3093  -1.0235
H  -0.7663  -1.1670  -2.6671
H  -1.0974  1.3705  -0.9671
H  -1.9302  1.2030  -2.4862
H  -3.8705  0.7273  -0.9137
H  -2.7356  0.7207  0.4228
H  -2.9749  -1.5860  -1.6515
H  -3.3226  -1.8191  0.1867
H  -1.0415  -2.3161  -0.3303

Force components x, y, z for each atom (eV/Å):
-1.54 -1.08 -4.34
1.65 3.22 3.31
-0.38 -1.34 0.78
-0.81 -0.94 5.13
0.09 -1.93 -0.66
3.93 1.63 3.45
-2.41 1.16 2.92
-0.79 1.74 -6.32
-0.19 0.05 2.79
1.80 0.73 -1.71
1.35 -3.51 -1.23
-1.03 3.18 -1.23
-2.23 2.15 -0.67
-0.86 0.67 1.77
-2.74 3.19 -0.58
0.35 -0.16 0.18
-0.23 -0.79 0.24
-0.61 0.11 -1.25
-0.01 3.02 0.04
-1.29 -0.42 0.07
1.08 -2.66 -2.52
0.62 -1.28 -0.58
0.78 -0.15 -1.47
-0.72 1.33 2.11
0.00 0.05 0.06
0.18 -1.73 1.63
1.87 -1.55 0.25
0.26 -1.10 -0.58
-0.72 -0.53 -0.01
0.93 0.37 -1.25
1.67 -3.44 -0.33

natural (NBO) atomic charges, in units of e:
1 O -0.600
2 C 0.785
3 O -0.714
4 C -0.179
5 C -0.397
6 C -0.419
7 C -0.214
8 N -0.464
9 C 0.709
10 O -0.589
11 C -0.149
12 C -0.439
13 C -0.405
14 C -0.233
15 N -0.647
16 H 0.500
17 H 0.291
18 H 0.249
19 H 0.204
20 H 0.205
21 H 0.206
22 H 0.183
23 H 0.244
24 H 0.208
25 H 0.243
26 H 0.234
27 H 0.213
28 H 0.213
29 H 0.172
30 H 0.211
31 H 0.377